(1)
ORCA calculation (wB97M-V/def2-TZVPD) on C15H28N6O8P2STi as an isolated structure.

Geometry as XYZ:
```
61
Properties=species:S:1:pos:R:3:forces:R:3
Ti -0.156396 0.363521 0.264891 -1.44 -3.80 -1.94
S 0.373456 6.810547 -0.216290 0.07 0.06 0.10
P 1.167080 0.989117 2.820732 0.31 0.26 0.55
P 2.812042 0.685567 0.515613 0.54 0.09 0.13
O 1.728297 0.130839 -0.397715 0.73 0.61 0.19
O 3.660665 -0.330300 1.176534 0.05 0.14 -0.15
O 0.075544 0.188389 2.105801 0.53 0.56 1.98
O 2.057520 1.646139 1.625925 0.03 -0.54 0.02
O 1.985589 0.254594 3.803130 -0.09 0.10 0.06
O -0.465803 0.080644 -1.795779 0.13 0.08 -0.50
O 3.696604 1.758767 -0.233857 -0.01 -0.05 0.05
O 0.473658 2.269783 3.447120 0.07 -0.03 -0.06
N -2.125381 -1.361814 -2.321166 -0.11 -0.01 -0.01
N 2.697822 -2.084595 2.869238 -0.13 -0.17 -0.04
N -0.837784 -0.373562 -3.967026 0.06 0.07 -0.04
N 0.177570 -2.045631 0.309312 -0.21 0.29 -0.26
N -0.292295 2.284922 -0.009882 0.24 3.00 -0.20
N 3.773467 7.062219 2.823516 0.05 0.00 0.03
C -3.061601 -1.950172 -3.266800 0.12 0.03 -0.04
C 3.014235 6.986447 0.555397 0.01 0.01 0.04
C -1.129879 -0.525361 -2.663501 -0.16 -0.09 0.10
C -2.255241 0.051555 0.502606 -0.51 0.07 0.14
C -0.852098 3.115088 0.892660 -0.13 -0.18 -0.14
C 0.116836 5.053786 -0.119943 -0.06 -0.21 -0.06
C 1.410661 -2.659324 2.361054 0.06 -0.01 -0.05
C 2.505886 7.013374 3.221897 0.00 0.00 -0.02
C 1.430256 6.942899 2.347191 0.03 0.02 0.02
C 0.453245 2.848410 -0.988757 -0.19 0.01 -0.05
C 1.360221 -2.732855 0.830701 0.21 -0.21 0.08
C -0.673534 4.480429 0.866935 -0.03 0.24 -0.04
C 4.015076 7.056317 1.516647 -0.04 0.00 0.02
C 0.672309 4.204630 -1.073984 -0.01 0.16 -0.01
C 1.699223 6.918539 0.987769 -0.08 -0.03 -0.12
H 0.414328 6.923086 2.717732 0.01 0.01 0.00
H -2.419019 -1.261037 -1.360305 0.02 0.05 0.03
H -0.067561 0.224030 -4.207663 0.01 -0.01 0.00
H 0.201024 -2.099253 -0.704617 -0.10 -0.16 -0.03
H 0.923241 2.556547 4.253342 -0.02 0.00 0.00
H -1.354668 -0.817388 -4.703053 -0.03 -0.02 0.03
H 2.342180 7.040540 4.293554 -0.03 -0.01 -0.01
H 0.606555 -2.013482 2.706954 0.08 0.01 0.09
H -2.591009 -0.991347 0.615089 0.00 0.01 -0.01
H 2.240065 -2.256798 0.398233 -0.04 0.01 0.00
H 5.057317 7.108775 1.222676 -0.02 0.00 -0.02
H 3.251278 6.993146 -0.499851 0.02 -0.01 0.01
H 3.279251 2.621450 -0.346766 -0.01 -0.02 -0.01
H 2.504140 -1.359670 3.582953 -0.06 -0.01 0.27
H -3.817409 -2.492753 -2.707629 0.00 -0.01 -0.01
H 0.869119 2.169952 -1.720546 0.01 -0.05 0.03
H 3.356790 -2.782155 3.198088 -0.04 -0.03 0.01
H 3.154199 -1.471637 2.141471 0.17 -0.05 -0.23
H -0.667147 -2.516870 0.615838 -0.05 0.01 -0.05
H 1.366298 -3.779551 0.519750 0.07 -0.02 -0.03
H -1.158865 5.102709 1.605590 -0.01 -0.05 0.03
H -2.860346 0.517083 -0.285094 -0.03 -0.02 0.00
H 1.263991 4.613320 -1.882256 0.01 -0.05 -0.01
H -2.554705 -2.658343 -3.923764 -0.02 -0.02 0.01
H -3.560210 -1.188490 -3.870539 -0.03 -0.01 0.01
H 1.277541 -3.643210 2.802519 0.02 0.02 0.09
H -1.464934 2.653509 1.653960 0.01 -0.04 0.02
H -2.570392 0.529028 1.438962 -0.03 -0.01 0.00
```
Positions in Å, forces in eV/Å.

Its spin multiplicity is 2. The energy is -93864.033 eV. As for the frontier orbital gap (alpha / beta): 7.1 / 8.5 eV. Its expectation value of S² is 0.759. The calculation puts the molecular weight at 562.3 g/mol. Its net charge is +1. For the relative energy (zero: lowest compared OMol25 entry of this formula, charge and spin), the calculation gives 1.182 eV.

Charge distribution, natural (NBO) scheme, values in e:
1 Ti 1.53
2 S 0.28
3 P 2.58
4 P 2.58
5 O -1.11
6 O -1.13
7 O -1.09
8 O -1.08
9 O -1.14
10 O -0.70
11 O -0.97
12 O -0.99
13 N -0.61
14 N -0.74
15 N -0.80
16 N -0.81
17 N -0.53
18 N -0.39
19 C -0.43
20 C -0.26
21 C 0.82
22 C -1.18
23 C 0.07
24 C -0.13
25 C -0.25
26 C 0.04
27 C -0.26
28 C 0.01
29 C -0.24
30 C -0.23
31 C 0.05
32 C -0.20
33 C -0.14
34 H 0.23
35 H 0.44
36 H 0.42
37 H 0.39
38 H 0.53
39 H 0.41
40 H 0.20
41 H 0.25
42 H 0.19
43 H 0.23
44 H 0.21
45 H 0.23
46 H 0.52
47 H 0.48
48 H 0.24
49 H 0.24
50 H 0.42
51 H 0.48
52 H 0.38
53 H 0.20
54 H 0.24
55 H 0.21
56 H 0.24
57 H 0.21
58 H 0.20
59 H 0.22
60 H 0.24
61 H 0.23



(2)
ORCA calculation (wB97M-V/def2-TZVPD) on C5H9N as an isolated structure.

Geometry as XYZ:
```
15
Properties=species:S:1:pos:R:3:forces:R:3
N 0.803155 -0.046296 0.182110 0.19 0.00 -0.09
C -0.510998 0.256828 0.668645 0.01 0.02 0.16
C -1.643405 -0.602039 0.206853 -0.08 -0.19 0.00
C 1.262996 -1.066136 -0.589855 -0.13 -0.25 -0.10
C 1.933472 0.691645 0.197353 0.05 0.25 0.12
C -1.534312 0.813474 -0.284870 -0.07 0.17 -0.13
H -0.520633 0.612481 1.695376 0.00 -0.05 -0.18
H 1.922907 1.746838 -0.093223 -0.04 -0.15 0.03
H -1.210192 0.959023 -1.311794 -0.04 -0.06 0.16
H -2.411009 -0.852386 0.931676 0.11 0.06 -0.12
H -2.238075 1.553799 0.084295 0.15 -0.13 -0.02
H 1.164356 -2.105431 -0.265392 -0.01 0.17 -0.02
H -1.402880 -1.392062 -0.498148 -0.04 0.14 0.11
H 2.813621 0.294733 0.684554 -0.12 0.01 -0.09
H 1.571002 -0.864465 -1.607580 0.00 0.02 0.15
```
Positions in Å, forces in eV/Å.

Its spin multiplicity is 1. The energy is -6816.705 eV. As for the frontier orbital gap: 8.7 eV. The calculation puts the molecular weight at 83.1 g/mol. For the relative energy (zero: lowest compared OMol25 entry of this formula, charge and spin), the calculation gives 4.289 eV.

Charge distribution, natural (NBO) scheme, values in e:
1 N -0.40
2 C -0.06
3 C -0.42
4 C -0.27
5 C -0.22
6 C -0.43
7 H 0.21
8 H 0.16
9 H 0.22
10 H 0.22
11 H 0.22
12 H 0.17
13 H 0.23
14 H 0.18
15 H 0.18